One molecule with the formula CH2ClPS in a non-equilibrium geometry, computed with ωB97M-V/def2-TZVPD.

Element x y z (Å)
1 P -1.137 1.210 0.382
2 C -0.241 -0.160 0.434
3 H -0.506 -0.973 1.139
4 Cl 0.311 2.288 -0.265
5 S -2.749 1.150 -0.665
6 H 0.787 -0.404 0.399

Values from the calculation:
DFT total energy = -1238.962258 a.u.
relative energy (zero: lowest compared OMol25 entry of this formula, charge and spin) = 51.7 kcal/mol
frontier orbital gap (spin up / spin down) = 7.15 / 7.06 eV
structure (SMILES) = C=P(=S)Cl

***

One molecule with the formula CH2ClPS in a non-equilibrium geometry, computed with ωB97M-V/def2-TZVPD.

Element x y z (Å)
1 Cl -0.189 -0.862 2.285
2 H 0.277 1.294 -1.069
3 H -0.768 1.045 0.104
4 P 1.061 -0.791 0.332
5 S -0.347 -1.147 -1.190
6 C -0.034 0.461 -0.462

Values from the calculation:
DFT total energy = -1239.032177 a.u.
relative energy (zero: lowest compared OMol25 entry of this formula, charge and spin) = 7.9 kcal/mol
frontier orbital gap = 9.37 eV
structure (SMILES) = ClP1CS1

***

A 2-piece molecular cluster, CH2F2N2 overall in a non-equilibrium geometry, computed with ωB97M-V/def2-TZVPD.

Element x y z (Å)
1 N -1.933 -0.831 -2.145
2 C -1.135 -1.160 -1.289
3 F 0.940 1.198 0.255
4 H -0.218 -1.353 0.451
5 N -0.579 -1.745 -0.400
6 H 1.006 2.090 -0.018
7 F -1.591 -0.326 -3.375

Values from the calculation:
DFT total energy = -348.426137 a.u.
relative energy (zero: lowest compared OMol25 entry of this formula, charge and spin) = 56.7 kcal/mol
frontier orbital gap = 10.75 eV
structure (SMILES) = N=C=NF.F

***

One molecule with the formula CH2F2N2O in a non-equilibrium geometry, computed with ωB97M-V/def2-TZVPD.

Element x y z (Å)
1 F -0.860 -1.369 0.337
2 F -2.015 0.004 -0.734
3 H 1.908 0.788 -0.210
4 H 1.451 -0.808 0.171
5 C -0.982 0.021 0.078
6 N 1.257 0.021 -0.272
7 N 0.153 0.557 -0.452
8 O -0.912 0.786 1.083

Values from the calculation:
DFT total energy = -423.691654 a.u.
relative energy (zero: lowest compared OMol25 entry of this formula, charge and spin) = 18.2 kcal/mol
frontier orbital gap = 10.25 eV

***

A 2-piece molecular cluster, CH2F2N2O overall in a non-equilibrium geometry, computed with ωB97M-V/def2-TZVPD.

Element x y z (Å)
1 H 0.127 0.820 0.919
2 H 0.643 1.565 2.455
3 N -0.421 -0.980 0.292
4 F 0.298 0.417 -1.440
5 F -1.242 -0.977 -2.002
6 O 0.362 -1.767 -0.559
7 C -0.274 -0.770 -1.098
8 N 0.507 1.694 1.433

Values from the calculation:
DFT total energy = -423.571509 a.u.
relative energy (zero: lowest compared OMol25 entry of this formula, charge and spin) = 93.6 kcal/mol
frontier orbital gap (spin up / spin down) = 9.79 / 9.43 eV

***

One molecule with the formula CH2F2O2 in a non-equilibrium geometry, computed with ωB97M-V/def2-TZVPD.

Element x y z (Å)
1 C -0.959 0.023 -0.009
2 H 0.469 0.667 -1.108
3 H 0.140 -1.382 0.693
4 F -1.981 -0.802 -0.302
5 O -0.254 -0.534 1.023
6 F -1.524 1.175 0.462
7 O -0.323 0.116 -1.173

Values from the calculation:
DFT total energy = -389.535291 a.u.
relative energy (zero: lowest compared OMol25 entry of this formula, charge and spin) = 8.3 kcal/mol
frontier orbital gap = 12.72 eV
structure (SMILES) = OC(O)(F)F

***

CH2F2O4S as an isolated structure in a non-equilibrium geometry, computed with ωB97M-V/def2-TZVPD.

Element x y z (Å)
1 F 2.281 -0.214 -0.279
2 F 1.441 -2.034 -0.534
3 S -1.959 -2.123 0.328
4 H -0.956 -0.622 0.361
5 C 1.121 -0.916 -0.071
6 H 0.994 -0.900 0.977
7 O -0.568 -1.701 -1.382
8 O -0.141 -0.607 -0.724
9 O -3.227 -1.514 0.143
10 O -1.095 -1.261 1.241

Values from the calculation:
DFT total energy = -937.964988 a.u.
relative energy (zero: lowest compared OMol25 entry of this formula, charge and spin) = 47.2 kcal/mol
frontier orbital gap (spin up / spin down) = 9.40 / 9.40 eV

***

One molecule with the formula CH2F3NO3S in a non-equilibrium geometry, computed with ωB97M-V/def2-TZVPD.

Element x y z (Å)
1 O 1.034 -0.312 1.364
2 H -1.747 -0.434 -0.228
3 F 0.477 0.002 -2.008
4 O -0.701 1.477 0.963
5 C 0.900 0.830 -1.063
6 H -0.432 -2.245 1.415
7 O -1.325 -1.694 1.137
8 N -1.060 -0.821 0.070
9 F 0.567 2.093 -1.351
10 S 0.069 0.363 0.569
11 F 2.218 0.741 -0.868

Values from the calculation:
DFT total energy = -1017.424532 a.u.
relative energy (zero: lowest compared OMol25 entry of this formula, charge and spin) = 39.3 kcal/mol
frontier orbital gap = 10.70 eV
structure (SMILES) = O=S(=O)(NO)C(F)(F)F

***

A 2-piece molecular cluster, CH2F3NS2 overall in a non-equilibrium geometry, computed with ωB97M-V/def2-TZVPD.

Element x y z (Å)
1 H -2.249 -0.876 -1.458
2 C 1.635 0.330 0.092
3 S -2.173 0.364 -0.934
4 F 1.300 1.235 -0.812
5 H -1.470 0.098 1.325
6 N -1.491 -0.312 0.426
7 S -0.134 -1.374 0.268
8 F 1.753 0.791 1.314
9 F 2.830 -0.255 -0.221

Values from the calculation:
DFT total energy = -1189.863067 a.u.
relative energy (zero: lowest compared OMol25 entry of this formula, charge and spin) = 20.4 kcal/mol
2S+1 = 3
frontier orbital gap (spin up / spin down) = 7.31 / 6.46 eV

***

One molecule with the formula CH2F3OPS in a non-equilibrium geometry, computed with ωB97M-V/def2-TZVPD.

Element x y z (Å)
1 H -0.735 2.266 0.226
2 O 1.780 0.330 0.804
3 H 0.998 2.012 -0.622
4 F 0.475 -2.331 0.386
5 C -0.413 -1.394 0.072
6 S 0.325 0.384 0.810
7 F -0.461 -1.276 -1.240
8 P -0.343 1.593 -0.922
9 F -1.626 -1.584 0.487

Values from the calculation:
DFT total energy = -1153.602884 a.u.
relative energy (zero: lowest compared OMol25 entry of this formula, charge and spin) = 52.8 kcal/mol
frontier orbital gap = 9.49 eV
structure (SMILES) = O=S(#[PH2])C(F)(F)F

***

One molecule with the formula CH2F4Si in a non-equilibrium geometry, computed with ωB97M-V/def2-TZVPD.

Element x y z (Å)
1 H -1.112 0.577 -1.148
2 F 1.779 -0.075 1.337
3 F 1.704 -0.304 -1.297
4 H -1.071 1.698 0.167
5 Si 0.974 -0.494 0.098
6 F 0.714 -1.986 0.451
7 F -1.953 -0.082 0.538
8 C -1.036 0.666 -0.146

Values from the calculation:
DFT total energy = -728.408755 a.u.
relative energy (zero: lowest compared OMol25 entry of this formula, charge and spin) = 33.7 kcal/mol
frontier orbital gap = 11.07 eV
structure (SMILES) = FC[Si](F)(F)F

***

One molecule with the formula CH2FNO in a non-equilibrium geometry, computed with ωB97M-V/def2-TZVPD.

Element x y z (Å)
1 H -0.435 -1.365 0.487
2 C -0.139 0.757 -0.057
3 F 1.333 -1.190 -0.079
4 N -0.017 -0.619 -0.099
5 O 0.559 1.718 -0.224
6 H -1.301 0.699 -0.028

Values from the calculation:
DFT total energy = -269.064388 a.u.
relative energy (zero: lowest compared OMol25 entry of this formula, charge and spin) = 77.1 kcal/mol
frontier orbital gap = 11.61 eV
structure (SMILES) = O=CNF

***

A 2-piece molecular cluster, CH2FNO overall in a non-equilibrium geometry, computed with ωB97M-V/def2-TZVPD.

Element x y z (Å)
1 F -0.562 0.498 1.577
2 H -0.180 -1.613 -0.373
3 H 0.578 1.941 0.755
4 O -0.299 -0.868 -2.021
5 N -0.085 -0.686 -0.871
6 C 0.548 0.727 0.934

Values from the calculation:
DFT total energy = -268.917437 a.u.
relative energy (zero: lowest compared OMol25 entry of this formula, charge and spin) = 169.3 kcal/mol
frontier orbital gap (spin up / spin down) = 8.22 / 8.22 eV

***

A 2-piece molecular cluster, CH2FNO overall in a non-equilibrium geometry, computed with ωB97M-V/def2-TZVPD.

Element x y z (Å)
1 O -1.336 -2.082 -0.659
2 F 0.357 0.369 0.870
3 H -0.163 1.109 1.315
4 C -0.902 -1.721 -1.666
5 H -0.312 -0.955 -3.482
6 N -0.232 -1.345 -2.576

Values from the calculation:
DFT total energy = -269.160361 a.u.
relative energy (zero: lowest compared OMol25 entry of this formula, charge and spin) = 16.9 kcal/mol
frontier orbital gap = 11.58 eV
structure (SMILES) = N=C=O.F

***

A 2-piece molecular cluster, CH2FNO2 overall in a non-equilibrium geometry, computed with ωB97M-V/def2-TZVPD.

Element x y z (Å)
1 H -0.860 -0.120 -0.105
2 F 1.330 0.077 1.277
3 C -0.458 1.189 -1.938
4 O -0.762 -0.581 0.712
5 O -0.192 1.795 -2.845
6 N 0.489 -1.055 0.965
7 H 0.453 -1.305 1.934

Values from the calculation:
DFT total energy = -344.079672 a.u.
relative energy (zero: lowest compared OMol25 entry of this formula, charge and spin) = 63.0 kcal/mol
2S+1 = 3
frontier orbital gap (spin up / spin down) = 5.91 / 9.89 eV

***

One molecule with the formula CH2FNO3S in a non-equilibrium geometry, computed with ωB97M-V/def2-TZVPD.

Element x y z (Å)
1 F 1.166 -0.161 1.700
2 N -0.617 0.359 -0.092
3 C -0.215 1.364 -0.934
4 H -1.337 -1.412 0.814
5 O 1.378 -1.364 -0.414
6 H -1.187 1.912 -1.298
7 O 0.906 1.633 -1.303
8 O -0.523 -1.634 1.165
9 S 0.430 -0.697 0.361

Values from the calculation:
DFT total energy = -817.776364 a.u.
relative energy (zero: lowest compared OMol25 entry of this formula, charge and spin) = 34.9 kcal/mol
frontier orbital gap = 10.96 eV
structure (SMILES) = O=CN=[S@](=O)(O)F

***

A 2-piece molecular cluster, CH2FNOS overall in a non-equilibrium geometry, computed with ωB97M-V/def2-TZVPD.

Element x y z (Å)
1 F -0.873 0.398 2.074
2 S 0.092 -0.482 -1.838
3 H -1.384 0.596 -0.385
4 N -0.366 0.474 -0.474
5 C 0.103 -0.167 1.359
6 O 1.046 -0.784 1.604
7 H 1.382 -0.035 -2.341

Values from the calculation:
DFT total energy = -667.253866 a.u.
relative energy (zero: lowest compared OMol25 entry of this formula, charge and spin) = 60.5 kcal/mol
frontier orbital gap = 8.94 eV

***

One molecule with the formula CH2FNOS in a non-equilibrium geometry, computed with ωB97M-V/def2-TZVPD.

Element x y z (Å)
1 H 0.410 -1.596 0.214
2 C -0.614 -0.156 -0.125
3 O -0.858 1.447 0.038
4 H 0.018 1.736 0.028
5 N 0.576 -0.671 -0.034
6 S 2.134 0.053 -0.056
7 F -1.665 -0.812 -0.064

Values from the calculation:
DFT total energy = -667.162878 a.u.
relative energy (zero: lowest compared OMol25 entry of this formula, charge and spin) = 14.3 kcal/mol
2S+1 = 3
frontier orbital gap (spin up / spin down) = 6.48 / 7.68 eV

***

A 2-piece molecular cluster, CH2FO2S overall in a non-equilibrium geometry, computed with ωB97M-V/def2-TZVPD.

Element x y z (Å)
1 C 1.082 0.485 -0.131
2 S -0.570 0.231 0.088
3 F -1.315 -2.675 0.387
4 H 1.902 0.305 0.744
5 O -1.201 0.625 -1.203
6 H 1.298 0.064 -1.102
7 O -1.195 0.965 1.217

Values from the calculation:
DFT total energy = -687.740249 a.u.
relative energy (zero: lowest compared OMol25 entry of this formula, charge and spin) = 60.6 kcal/mol
total charge = -1
frontier orbital gap (spin up / spin down) = 6.79 / 6.23 eV

***

A 2-piece molecular cluster, CH2FO3S2 overall in a non-equilibrium geometry, computed with ωB97M-V/def2-TZVPD.

Element x y z (Å)
1 F -1.265 1.125 -0.053
2 O 4.075 0.079 0.249
3 S 1.864 1.760 0.181
4 O 2.332 -0.503 -1.477
5 H 0.037 -0.258 0.256
6 H 0.224 0.448 -1.446
7 C -0.176 0.396 -0.458
8 O 1.925 -0.818 0.914
9 S 2.679 -0.111 -0.109

Values from the calculation:
DFT total energy = -1161.198162 a.u.
relative energy (zero: lowest compared OMol25 entry of this formula, charge and spin) = 0.0 kcal/mol
2S+1 = 3
total charge = -1
frontier orbital gap (spin up / spin down) = 6.39 / 6.80 eV